[1]
The following is a DFT calculation (wB97M-V/def2-TZVPD) of the molecule C4H8O3.

XYZ file:
```
15
Properties=species:S:1:pos:R:3:forces:R:3
C 0.511724 -0.692788 -1.807460 0.0 0.0 0.0
C 0.073747 0.352916 -0.786218 0.3 0.0 -0.1
O -1.330441 0.385297 -0.648172 -0.1 -0.2 0.1
C 0.772376 0.108991 0.552208 0.1 -0.2 -0.1
O 0.260377 0.979922 1.572011 -0.1 0.0 0.1
C -0.826317 0.549448 2.211538 -0.2 -0.3 0.1
O -1.388593 -0.504375 2.032956 0.2 0.4 0.1
H 1.573636 -0.603682 -2.061110 -0.1 0.0 0.1
H -0.076900 -0.566771 -2.719460 0.1 0.0 0.1
H 0.332720 -1.705648 -1.426283 0.0 0.1 0.0
H 0.346387 1.353075 -1.143532 0.0 -0.1 0.0
H -1.597271 -0.359104 -0.088267 0.0 0.1 -0.1
H 1.838821 0.336116 0.480761 -0.2 0.0 0.0
H 0.644774 -0.929667 0.875906 0.0 0.1 -0.1
H -1.135038 1.296268 2.955122 0.0 -0.1 -0.1
```
Positions in Å, forces in eV/Å.

Properties
orbital gap	11.30	eV
HOMO level	-0.3818	Ha
ΔE to the lowest compared entry with this formula, charge and spin	21.0	kcal per mole
total charge	0
SMILES string	C[C@@H](O)COC=O

[2]
The following is a DFT calculation (wB97M-V/def2-TZVPD) of a structure of composition C2H3N3O.

XYZ file:
```
9
Properties=species:S:1:pos:R:3:forces:R:3
N 0.146804 1.067389 0.696707 5.6 -3.3 -2.5
C -0.601074 0.185090 -0.098847 -7.7 1.4 0.8
N -0.643315 -1.151661 0.259475 0.9 0.3 -0.2
C 1.337156 0.348898 -0.243671 0.4 3.5 3.6
O -1.571129 0.716373 -0.665888 1.4 -1.4 -0.5
N 2.434663 0.147853 -0.535680 -0.3 -0.5 -0.6
H 0.139516 2.010768 0.313329 -0.4 -0.1 -0.4
H 0.217067 -1.671002 0.326799 -0.1 -0.1 0.2
H -1.459688 -1.653709 -0.052224 0.2 0.2 -0.3
```
Positions in Å, forces in eV/Å.

Properties
orbital gap	9.57	eV
HOMO level	-0.3852	Ha
ΔE to the lowest compared entry with this formula, charge and spin	71.8	kcal per mole
total charge	0

no.,E (hartree)
1,-382.93129
2,-317.41797